# 1
{"formula": "C4H7NO", "method": "wB97M-V/def2-TZVPD", "orbital_gap_ev": 9.8, "homo_ev": -9.1045, "elements": ["C", "C", "C", "C", "N", "O", "H", "H", "H", "H", "H", "H", "H"], "positions_angstrom": [[0.01, 1.35, -0.83], [-0.27, 0.29, -0.07], [-1.67, -0.10, 0.32], [0.79, -0.59, 0.43], [2.09, -0.46, 0.03], [1.50, -1.44, -0.85], [-0.76, 2.01, -1.19], [1.03, 1.58, -1.11], [-1.76, -0.15, 1.41], [-2.40, 0.62, -0.05], [-1.91, -1.08, -0.08], [0.56, -1.14, 1.35], [2.78, -0.90, 0.64]]}

---

# 2
{"formula": "C15H12N4O7", "method": "wB97M-V/def2-TZVPD", "orbital_gap_ev": 8.7, "homo_ev": -9.5584, "elements": ["C", "O", "C", "C", "C", "C", "C", "O", "N", "N", "C", "O", "C", "C", "C", "C", "C", "C", "N", "O", "O", "C", "C", "N", "O", "O", "H", "H", "H", "H", "H", "H", "H", "H", "H", "H", "H", "H"], "positions_angstrom": [[-4.85, -1.69, -1.01], [-4.15, -0.56, -0.53], [-2.94, -0.72, 0.01], [-2.28, -1.95, 0.16], [-1.01, -2.02, 0.68], [-0.34, -0.87, 1.09], [1.07, -0.85, 1.59], [1.45, -0.11, 2.47], [1.89, -1.71, 0.92], [3.26, -1.47, 0.89], [3.82, -0.43, 0.22], [5.00, -0.36, 0.01], [2.87, 0.72, -0.07], [2.94, 1.80, 0.80], [2.11, 2.90, 0.62], [1.23, 2.95, -0.45], [1.19, 1.90, -1.35], [2.00, 0.79, -1.15], [1.89, -0.29, -2.09], [2.29, -1.39, -1.75], [1.36, -0.07, -3.16], [-0.98, 0.35, 0.97], [-2.25, 0.44, 0.43], [-2.83, 1.75, 0.30], [-4.03, 1.86, 0.30], [-2.05, 2.68, 0.20], [-5.79, -1.29, -1.41], [-5.07, -2.40, -0.21], [-4.30, -2.19, -1.81], [-2.78, -2.86, -0.14], [-0.54, -2.99, 0.78], [1.54, -2.16, 0.07], [3.87, -2.25, 1.14], [3.62, 1.76, 1.64], [2.16, 3.72, 1.32], [0.58, 3.80, -0.58], [0.52, 1.92, -2.20], [-0.48, 1.26, 1.30]]}

---

# 3
{"formula": "C4H7N3O", "method": "wB97M-V/def2-TZVPD", "orbital_gap_ev": 8.3, "homo_ev": -8.1839, "elements": ["C", "C", "C", "C", "H", "H", "H", "H", "H", "H", "H", "N", "N", "N", "O"], "positions_angstrom": [[0.01, 0.54, 0.07], [1.23, -0.07, 0.06], [0.95, -1.42, -0.28], [-0.33, -1.56, -0.05], [-0.15, 2.38, -0.95], [-0.36, 2.53, 0.51], [3.23, -0.01, 0.94], [1.68, -2.34, -0.19], [-0.97, -2.55, 0.04], [-2.56, 1.03, -0.25], [-2.79, -0.04, 1.10], [-0.61, 1.88, -0.21], [-1.08, -0.44, -0.08], [-2.45, -0.17, 0.17], [2.46, 0.64, 0.11]]}

---

Calculated ΔE to the lowest compared entry with this formula, charge and spin (kcal/mol), listed in the same order as above: 103.6; 0.0; 144.1